Arrangement a

C39H55CsNOP3S2 as an isolated structure. Source: OMol25; level of theory: ωB97M-V with the def2-TZVPD basis set.

The geometry in XYZ format:
```
102
Properties=species:S:1:pos:R:3:mulliken_charge:R:1
Cs 1.010 -0.199 -1.317 1.036
S 3.616 0.885 -3.077 -0.332
S 0.978 -0.858 -4.586 -0.315
P -2.000 2.058 -0.370 0.904
P 2.932 -3.303 -1.274 0.732
P 1.222 0.373 2.421 0.296
O 1.977 -2.510 -0.448 -0.513
N -1.542 0.656 2.151 0.151
C 0.482 2.488 4.128 -1.236
C -3.053 2.201 1.121 0.239
C 1.745 0.606 -5.209 0.001
C 1.239 1.110 -6.419 -0.595
C 0.051 -0.977 2.764 1.253
C -1.185 -4.675 -0.314 -0.427
C -0.606 -3.230 3.385 -0.949
C 1.343 1.227 4.093 0.275
C 3.462 -4.802 -0.394 -1.421
C 4.439 -2.417 -1.691 -0.912
C 2.226 -3.866 -2.823 -0.537
C -4.455 2.797 -1.901 -1.790
C -0.327 3.863 0.830 -1.491
C -1.658 -3.102 -2.554 -0.288
C 1.731 2.249 -7.035 -0.479
C -3.094 2.104 -1.897 0.580
C -4.634 2.208 3.429 -0.622
C -1.124 -5.236 -1.581 -0.423
C -1.937 4.962 -0.755 -1.481
C -1.128 3.703 -0.461 0.392
C -3.571 1.337 3.333 -0.436
C -1.319 -0.573 2.646 -0.765
C -1.764 -2.554 -1.281 -0.865
C 3.299 2.461 -5.245 -0.604
C -1.354 -4.448 -2.702 -0.566
C 2.907 -0.422 2.264 1.319
C -1.939 -2.834 3.337 -0.655
C -2.712 1.328 2.203 -0.689
C -2.298 -1.551 2.969 -0.495
C -3.277 0.661 -2.372 -1.425
C 2.820 1.310 -4.595 0.174
C 3.805 0.639 1.611 -1.676
C 0.374 -2.283 3.088 -0.224
C -4.120 3.084 1.268 -0.309
C -4.918 3.107 2.404 -1.340
C 1.035 0.344 5.300 -1.516
C 3.650 -1.003 3.467 -1.704
C 2.779 2.936 -6.438 -0.450
C -1.509 -3.333 -0.162 0.098
H 3.867 -0.222 4.201 0.285
H -3.837 0.624 -3.311 0.508
H -0.417 3.557 -1.283 0.693
H -2.440 2.608 -2.620 0.417
H 2.738 -1.209 1.519 -0.104
H -5.742 3.806 2.484 0.403
H 2.004 -2.995 -3.457 0.071
H 3.100 -1.790 3.982 0.317
H -0.873 -6.285 -1.699 0.338
H 1.300 -4.398 -2.602 -0.042
H 1.414 -2.584 3.102 0.067
H 0.614 3.015 5.079 0.476
H 1.213 0.893 6.232 0.441
H -3.346 -1.294 2.886 0.415
H -0.995 4.092 1.666 0.322
H 4.953 -2.127 -0.773 0.271
H -1.267 -4.870 -3.696 0.347
H 0.744 3.169 3.318 0.309
H 0.420 0.562 -6.870 0.272
H -4.919 2.685 -2.886 0.468
H -3.836 0.085 -1.628 0.328
H 3.946 -4.514 0.540 0.342
H 1.295 2.593 -7.969 0.296
H -2.724 -3.550 3.561 0.258
H -2.323 0.153 -2.531 0.191
H -1.550 -2.893 0.826 0.204
H 3.319 1.117 0.761 0.419
H -2.471 4.899 -1.705 0.306
H 0.398 4.676 0.737 0.582
H -0.330 -4.247 3.638 0.362
H 5.089 -3.068 -2.282 0.381
H -1.789 -2.474 -3.428 0.309
H -2.011 -1.508 -1.151 0.861
H 1.635 -0.565 5.314 0.279
H 3.189 3.835 -6.889 0.299
H 4.199 -1.515 -2.273 0.105
H 4.753 0.208 1.276 0.404
H -5.123 2.342 -1.168 0.358
H -1.271 5.829 -0.810 0.472
H 4.115 2.986 -4.762 0.265
H -4.396 3.863 -1.681 0.295
H 0.205 2.943 1.083 -0.008
H -0.574 2.238 4.010 0.143
H -3.336 0.677 4.159 0.374
H -0.013 0.037 5.284 0.223
H 2.581 -5.401 -0.158 0.311
H -0.974 -5.272 0.565 0.387
H 2.910 -4.526 -3.362 0.442
H -2.661 5.157 0.039 0.220
H 2.395 1.539 4.144 0.499
H 4.154 -5.391 -0.996 0.389
H 4.042 1.434 2.327 0.368
H -5.243 2.199 4.329 0.336
H -4.345 3.775 0.468 0.357
H 4.612 -1.420 3.149 0.447
```

Results
LUMO	3.513	eV
molecular weight	843.84	g/mol
HOMO level	-0.644	eV
gap between HOMO and LUMO	4.157	eV
net charge	-2

---

Arrangement b

C39H55CsNOP3S2 as an isolated structure. Source: OMol25; level of theory: ωB97M-V with the def2-TZVPD basis set.

The geometry in XYZ format:
```
102
Properties=species:S:1:pos:R:3:mulliken_charge:R:1
Cs -0.695 -0.870 0.236 0.583
S -2.466 -1.277 2.968 -0.222
S -3.915 -0.469 -0.006 -0.220
P 0.101 2.343 1.666 1.582
P 0.804 0.713 -2.429 0.136
P -2.347 -4.252 -1.018 1.090
O -1.027 -3.713 -1.464 -0.526
N 2.184 1.899 -0.388 0.889
C 4.725 -0.705 -2.434 -1.150
C -4.636 -1.537 1.188 0.415
C 2.138 2.864 -3.786 -1.429
C -4.047 -1.843 2.451 -0.294
C 0.954 -0.233 -5.209 -1.791
C 3.390 -0.526 -2.793 -0.525
C 0.793 2.628 4.471 -1.750
C -1.157 -0.536 -3.881 -1.594
C -3.751 -3.490 -1.827 -0.912
C 2.459 -2.791 2.678 -0.186
C -1.713 4.253 0.873 -1.616
C -2.659 -4.194 0.748 -0.424
C 1.705 4.692 1.920 -0.443
C 0.083 3.414 -2.443 -1.452
C -2.476 -6.026 -1.425 -1.466
C 1.878 0.821 3.114 -1.543
C 5.234 0.030 -1.368 -0.737
C 2.575 0.375 -2.130 1.433
C 2.974 -2.398 0.360 0.528
C 0.779 2.367 -3.311 0.128
C -4.736 -2.730 3.290 -0.474
C -2.419 2.721 2.732 -1.517
C -1.260 3.519 2.134 0.378
C 4.439 0.917 -0.667 -0.277
C 3.084 1.124 -1.025 -1.122
C 1.512 3.467 1.294 0.854
C 0.606 1.643 3.322 0.929
C 2.011 -3.329 -0.006 -0.674
C 3.551 3.887 0.035 -0.565
C -5.839 -2.173 0.854 -0.485
C -5.923 -3.351 2.933 -0.566
C 0.371 -0.473 -3.815 0.667
C 1.493 -3.718 2.311 -0.496
C 2.785 5.519 1.634 -1.023
C -6.481 -3.076 1.690 -0.565
C 3.200 -2.135 1.704 -0.465
C 1.273 -3.990 0.968 -0.077
C 3.704 5.096 0.680 -0.731
C 2.450 3.029 0.303 -1.623
H -0.900 3.067 -2.124 0.341
H -1.501 -1.350 -4.525 0.444
H 0.983 5.026 2.657 0.226
H 2.139 0.278 4.028 0.579
H 2.643 2.139 -4.427 0.249
H 6.267 -0.114 -1.066 0.275
H 0.676 -1.050 -5.883 0.453
H 4.550 5.730 0.430 0.344
H -0.910 4.256 2.865 0.175
H -7.410 -3.545 1.379 0.324
H 3.929 -1.385 1.988 0.274
H 0.667 3.621 -1.545 0.038
H -4.682 -3.997 -1.566 0.319
H 1.762 0.092 2.312 0.191
H -2.100 3.537 0.145 0.234
H -1.911 -4.781 1.284 0.417
H -1.555 0.403 -4.280 0.255
H -2.606 -3.163 1.104 -0.438
H 2.608 -2.554 3.725 0.330
H -0.892 4.803 0.408 0.304
H -1.594 -0.675 -2.890 0.507
H -2.514 4.960 1.108 0.492
H -3.275 3.378 2.918 0.461
H -2.747 1.922 2.060 0.305
H 4.261 3.593 -0.728 0.350
H -2.380 -6.163 -2.503 0.361
H 4.839 1.449 0.188 0.510
H -2.152 2.243 3.676 0.285
H 5.348 -1.415 -2.964 0.321
H -3.589 -3.525 -2.906 0.403
H 2.990 -1.117 -3.609 0.231
H 1.621 3.310 4.264 0.316
H -6.403 -4.043 3.618 0.302
H 2.041 -0.154 -5.203 0.355
H 0.882 -4.193 3.070 0.335
H 0.141 2.189 -4.185 0.621
H 0.726 -1.441 -3.443 0.384
H -0.045 4.348 -3.001 0.526
H -3.425 -6.443 -1.085 0.357
H 0.562 0.690 -5.644 0.302
H 3.525 -1.859 -0.398 0.101
H 2.716 1.472 2.847 0.147
H -4.279 -2.952 4.248 0.289
H -0.104 3.221 4.654 0.351
H 0.490 -4.672 0.664 0.299
H -3.831 -2.443 -1.495 0.034
H 1.783 -3.501 -1.051 0.233
H -0.210 0.954 3.569 0.308
H 2.788 3.056 -2.930 0.105
H -3.661 -4.568 0.968 0.354
H 1.027 2.089 5.395 0.495
H 2.027 3.802 -4.342 0.476
H -6.268 -1.935 -0.114 0.360
H -1.654 -6.548 -0.932 0.336
H 2.901 6.472 2.136 0.383
```

Results
LUMO	3.684	eV
molecular weight	843.84	g/mol
HOMO level	-0.809	eV
gap between HOMO and LUMO	4.493	eV
net charge	-2

---

Energies in eV, measured from the most stable structure: arrangement a 0.793; arrangement b 0.000.

---

Arrangement a

A 3-piece molecular cluster, C7H17NO overall. Source: OMol25; level of theory: ωB97M-V with the def2-TZVPD basis set.

The geometry in XYZ format:
```
26
Properties=species:S:1:pos:R:3:mulliken_charge:R:1
O 3.331 -1.380 -0.853 -0.532
N 3.175 0.874 0.028 -0.455
C 0.066 0.128 -0.687 0.715
C -2.814 -0.719 -0.633 -1.245
C -0.046 1.603 -0.516 -1.363
C 0.651 -0.709 0.211 -0.981
C 2.653 -0.140 -0.811 -0.353
C -1.840 -0.791 0.509 0.120
C -2.124 0.115 1.670 -1.165
H 0.859 -0.361 1.216 0.178
H 3.419 -1.712 0.048 0.302
H 2.557 0.192 -1.842 0.370
H 4.142 1.132 -0.171 0.231
H 0.674 2.105 -1.165 0.386
H -2.525 -1.376 -1.457 0.322
H -3.085 -0.119 2.159 0.390
H -2.900 0.301 -1.024 0.231
H -3.830 -1.023 -0.333 0.407
H -0.119 -0.258 -1.684 0.303
H -1.353 0.050 2.442 0.298
H 0.720 -1.768 0.002 0.352
H -1.619 -1.816 0.807 0.337
H 0.154 1.910 0.509 0.302
H -1.047 1.938 -0.797 0.386
H 3.096 0.662 1.016 0.227
H -2.195 1.160 1.354 0.238
```

Results
LUMO (spin up / spin down)	0.850 / 0.835	eV
molecular weight	131.22	g/mol
HOMO level (spin up / spin down)	-6.297 / -6.272	eV
gap between HOMO and LUMO (spin up / spin down)	7.146 / 7.107	eV
net charge	0

---

Arrangement b

A 2-piece molecular cluster, C7H17NO overall. Source: OMol25; level of theory: ωB97M-V with the def2-TZVPD basis set.

The geometry in XYZ format:
```
26
Properties=species:S:1:pos:R:3:mulliken_charge:R:1
O 1.442 0.057 3.659 -0.562
N 0.892 2.250 3.803 -0.524
C 3.013 1.654 2.544 -0.670
C -1.006 -0.734 -1.640 -0.655
C -2.210 -1.159 -0.843 -0.449
C 1.199 -1.142 -2.931 -1.129
C 0.226 -1.599 -1.782 -0.335
C -3.348 -0.112 -0.809 -1.177
C 1.686 1.195 3.310 0.505
H 2.060 -1.769 -2.992 0.377
H 3.035 1.196 1.468 0.205
H -2.440 -2.132 -1.194 0.403
H 1.536 -0.098 -2.728 0.274
H -1.798 -1.227 0.154 0.223
H -0.127 -2.638 -2.082 0.268
H -2.947 0.810 -0.341 0.296
H -0.060 1.762 4.004 0.288
H 0.565 -1.010 -3.875 0.275
H 0.845 3.044 3.078 0.267
H 2.855 2.774 2.399 0.254
H 3.904 1.372 3.113 0.235
H 0.731 -1.768 -0.831 0.319
H -0.607 0.154 -1.249 0.335
H -4.017 -0.362 0.047 0.355
H -1.362 -0.491 -2.668 0.259
H -4.068 -0.026 -1.612 0.361
```

Results
SMILES string	CC(N)=O.CCCCC
LUMO	0.558	eV
molecular weight	131.22	g/mol
HOMO level	-9.936	eV
gap between HOMO and LUMO	10.494	eV
net charge	0

---

Energies in eV, measured from the most stable structure: arrangement a 4.542; arrangement b 0.000.

---

Arrangement a

A 2-piece molecular cluster, C7H17NO overall. Source: OMol25; level of theory: ωB97M-V with the def2-TZVPD basis set.

The geometry in XYZ format:
```
26
Properties=species:S:1:pos:R:3:mulliken_charge:R:1
O 0.086 -1.093 5.240 -0.567
N 0.632 -3.000 4.043 -0.558
C 0.154 1.430 -3.166 -0.354
C 0.386 1.358 -0.631 -0.806
C 0.214 -1.692 4.195 0.477
C 0.304 0.657 0.707 -1.340
C -0.035 0.582 -1.954 -0.375
C -0.552 0.790 -4.444 -1.275
C -0.413 -0.988 3.017 -0.625
H -0.416 1.386 -5.421 0.311
H 0.784 -0.254 0.721 0.520
H 1.372 1.888 -0.858 0.415
H -0.233 -0.239 -4.544 0.329
H -0.767 -1.407 1.996 0.344
H -0.229 2.234 -0.570 0.343
H 0.340 -0.272 2.557 0.084
H -1.621 0.714 -4.415 0.371
H 0.320 -3.455 3.075 0.272
H -0.189 2.518 -3.027 0.291
H -1.146 -0.308 3.643 0.266
H 1.176 1.450 -3.447 0.273
H 0.453 -0.456 -2.070 0.314
H 0.680 1.199 1.544 0.400
H -1.110 0.413 -1.879 0.261
H -0.774 0.489 0.915 0.328
H 0.584 -3.946 4.772 0.301
```

Results
SMILES string	CC(N)=O.CCCCC
LUMO	0.567	eV
molecular weight	131.22	g/mol
HOMO level	-9.785	eV
gap between HOMO and LUMO	10.352	eV
net charge	0

---

Arrangement b

A 2-piece molecular cluster, C7H17NO overall. Source: OMol25; level of theory: ωB97M-V with the def2-TZVPD basis set.

The geometry in XYZ format:
```
26
Properties=species:S:1:pos:R:3:mulliken_charge:R:1
O -1.846 -0.528 -1.382 -0.650
N -1.763 1.543 -0.665 -0.013
C -1.319 2.443 0.327 -0.622
C 3.078 -3.448 0.260 -0.534
C 4.005 -2.321 -0.481 -0.796
C -1.934 2.310 1.799 -0.840
C -0.514 -0.474 0.589 -1.061
C -2.556 1.856 -2.088 -0.859
C -1.531 0.141 -0.415 0.609
H -2.912 0.790 -2.375 0.296
H -1.693 2.390 -2.491 0.360
H -0.369 2.383 0.343 0.391
H -0.708 -1.588 0.670 0.285
H 4.707 -2.003 0.304 0.254
H 3.211 -4.327 -0.270 0.266
H -3.049 2.695 1.931 0.232
H -1.748 1.171 2.071 0.095
H -3.327 2.480 -1.706 0.309
H 4.303 -2.768 -1.465 0.258
H 3.694 -3.472 1.335 0.196
H 0.466 -0.429 0.312 0.300
H 3.474 -1.485 -0.813 0.269
H -1.674 3.334 -0.248 0.408
H 2.085 -3.083 0.306 0.100
H -1.314 2.528 2.581 0.423
H -0.767 -0.137 1.569 0.326
```

Results
SMILES string	CCN(C)C(C)=O.CC
LUMO	0.870	eV
molecular weight	131.22	g/mol
HOMO level	-8.667	eV
gap between HOMO and LUMO	9.537	eV
net charge	0

---

Arrangement c

One molecule with the formula C7H17NO. Source: OMol25; level of theory: ωB97M-V with the def2-TZVPD basis set.

The geometry in XYZ format:
```
26
Properties=species:S:1:pos:R:3:mulliken_charge:R:1
O 1.946 1.876 0.182 -0.576
N 1.335 -1.347 -0.364 -0.597
C 0.918 0.767 2.043 -1.429
C -0.036 -0.868 -0.444 1.444
C -0.623 -1.352 -1.865 -1.802
C -0.092 0.682 -0.483 0.089
C -0.850 -1.544 0.669 -1.728
C 0.676 1.462 0.715 0.117
C -1.504 1.269 -0.649 -1.497
H -1.658 -1.046 -2.044 0.394
H -2.281 0.761 -0.074 0.246
H -0.015 0.434 2.502 0.280
H -1.125 -2.569 0.396 0.417
H 1.948 -0.810 -0.977 0.268
H -0.284 -1.627 1.602 0.395
H 1.602 -0.081 1.947 0.311
H 1.409 1.454 2.745 0.480
H 0.006 -0.990 -2.685 0.383
H 0.130 2.389 0.925 0.206
H 2.406 2.383 0.873 0.349
H 1.402 -2.343 -0.558 0.280
H -1.554 2.323 -0.354 0.472
H -1.776 -1.011 0.895 0.254
H -0.626 -2.447 -1.918 0.452
H -1.808 1.240 -1.700 0.371
H 0.460 0.997 -1.380 0.417
```

Results
SMILES string	C[C@@H](O)[C@H](C)C(C)(C)N
LUMO	0.961	eV
molecular weight	131.22	g/mol
HOMO level	-8.832	eV
gap between HOMO and LUMO	9.793	eV
net charge	0

---

Energies in eV, measured from the most stable structure: arrangement a 1.882; arrangement b 4.310; arrangement c 0.000.

---

Arrangement a

A 2-piece molecular cluster, C2H2INO3 overall. Source: OMol25; level of theory: ωB97M-V with the def2-TZVPD basis set.

The geometry in XYZ format:
```
9
Properties=species:S:1:pos:R:3:mulliken_charge:R:1
I -4.172 -2.200 1.569 0.010
O -0.932 -2.321 -0.398 -0.315
O -2.782 0.361 2.140 -0.403
O 0.786 0.401 -0.451 -0.412
N -0.431 -0.063 0.134 -0.050
C -2.749 -0.637 1.521 0.023
C -0.931 -1.241 0.016 0.550
H 1.440 0.400 0.350 0.367
H -0.995 0.593 0.678 0.230
```

Results
LUMO (spin up / spin down)	-0.666 / -0.665	eV
molecular weight	214.95	g/mol
HOMO level (spin up / spin down)	-8.030 / -8.031	eV
gap between HOMO and LUMO (spin up / spin down)	7.364 / 7.366	eV
net charge	0

---

Arrangement b

One molecule with the formula C2H2INO3. Source: OMol25; level of theory: ωB97M-V with the def2-TZVPD basis set.

The geometry in XYZ format:
```
9
Properties=species:S:1:pos:R:3:mulliken_charge:R:1
I -4.472 -0.139 -0.046 0.063
O -1.549 -1.318 0.373 -0.552
O -2.634 2.029 0.324 -0.407
O 0.847 -0.658 -0.248 -0.408
N -0.156 0.351 -0.349 -0.131
C -1.388 -0.154 0.127 0.656
C -2.615 0.859 0.194 0.103
H 0.251 1.274 0.071 0.305
H 0.455 -1.573 -0.042 0.372
```

Results
SMILES string	O=C(I)C(=O)NO
LUMO	-0.654	eV
molecular weight	214.95	g/mol
HOMO level	-9.864	eV
gap between HOMO and LUMO	9.210	eV
net charge	0

---

Energies in eV, measured from the most stable structure: arrangement a 1.936; arrangement b 0.000.